Below is a molecular structure, C20H31AlO11 at a distorted geometry, with properties calculated with ωB97M-V/def2-TZVPD.

As for the HOMO-LUMO gap: 2.24 eV. For the energy above the lowest of the compared OMol25 structures with the same formula, charge and spin, the calculation gives 549.7 kJ/mol. The calculation puts the molar mass at 474.4 g mol⁻¹. The charge is +2.

Positions of all 63 atoms, in Å:
Al (21.338, -17.115, 4.951)
O (23.851, -15.789, 5.192)
H (24.604, -15.361, 5.644)
O (28.183, -17.131, 7.963)
C (27.036, -16.989, 8.357)
O (26.063, -17.006, 7.439)
C (24.807, -16.714, 7.992)
C (25.025, -16.598, 9.449)
C (26.468, -16.731, 9.759)
H (24.138, -17.509, 7.661)
H (24.300, -15.824, 7.619)
H (24.458, -17.344, 10.005)
H (24.640, -15.627, 9.761)
H (26.730, -17.606, 10.353)
H (26.825, -15.810, 10.221)
O (28.671, -13.832, 4.077)
C (28.690, -14.972, 3.785)
O (29.585, -15.655, 2.913)
C (29.202, -17.073, 2.733)
C (28.570, -17.350, 4.081)
C (27.876, -16.076, 4.527)
H (30.021, -17.774, 2.567)
H (28.477, -17.105, 1.919)
H (29.337, -17.619, 4.807)
H (27.954, -18.244, 3.984)
H (28.119, -15.960, 5.583)
H (26.800, -15.947, 4.413)
O (26.997, -12.457, 10.450)
C (26.968, -12.714, 9.236)
O (25.852, -12.624, 8.530)
C (26.123, -12.759, 7.149)
C (27.562, -13.151, 6.986)
C (28.161, -12.987, 8.342)
H (25.922, -11.854, 6.576)
H (25.364, -13.492, 6.875)
H (28.178, -12.518, 6.346)
H (27.626, -14.144, 6.541)
H (28.928, -12.217, 8.422)
H (28.709, -13.898, 8.583)
O (23.740, -11.961, 0.113)
C (24.095, -12.100, 1.263)
O (23.938, -13.277, 1.892)
C (24.377, -13.284, 3.187)
C (25.381, -12.157, 3.234)
C (24.896, -11.147, 2.166)
H (24.776, -14.211, 3.598)
H (23.512, -13.075, 3.816)
H (26.349, -12.549, 2.921)
H (25.589, -11.649, 4.176)
H (25.760, -10.759, 1.627)
H (24.237, -10.385, 2.584)
O (20.949, -14.030, 5.304)
C (21.737, -13.125, 5.757)
O (21.767, -11.924, 5.160)
C (22.758, -11.089, 5.752)
C (22.858, -11.591, 7.158)
C (22.621, -13.060, 7.012)
H (22.244, -10.129, 5.810)
H (23.706, -11.006, 5.220)
H (22.154, -11.061, 7.799)
H (23.875, -11.436, 7.516)
H (22.006, -13.390, 7.849)
H (23.477, -13.696, 6.786)

Force components x, y, z for each atom (eV/Å):
0.207 0.708 0.038
0.257 0.418 -0.072
-0.203 -0.321 -0.097
-1.650 0.271 0.965
2.907 0.419 -0.334
-0.435 0.342 -1.127
-0.607 -1.316 -0.505
-1.958 0.410 2.099
0.899 -0.260 -1.006
-0.026 -0.227 0.227
0.360 0.649 -0.698
-0.221 0.001 -0.090
-0.003 -0.065 0.317
0.013 0.197 0.189
0.598 -0.296 -0.092
0.167 1.182 -0.572
1.454 -3.834 -0.738
-0.941 1.596 0.545
-0.982 1.059 1.197
-0.339 -1.369 -0.371
0.534 -0.113 0.407
0.408 0.808 -0.250
0.178 -0.071 -0.083
0.071 0.195 -0.041
-0.417 0.152 0.242
-0.230 0.345 0.070
0.012 -0.146 -0.403
-0.217 -1.149 -3.246
1.365 1.493 4.019
-0.406 0.407 0.282
-0.777 0.065 -0.981
0.692 -0.062 -1.394
0.662 -1.128 0.820
-0.286 0.332 0.464
0.396 -0.289 -0.705
-0.701 0.143 -0.514
0.214 -0.139 0.464
-0.400 0.299 0.073
-0.229 -0.058 0.694
0.375 0.096 2.077
0.423 0.686 -2.199
-0.706 -1.900 -1.128
-0.333 2.457 1.659
1.035 0.325 0.132
-0.074 -0.976 -0.009
0.035 -1.163 -0.438
-0.207 -0.108 0.277
0.100 0.012 -0.190
-0.384 -0.283 0.209
-0.464 0.404 -0.095
0.142 0.177 -0.232
3.481 2.581 1.886
-3.265 -1.880 -1.568
0.247 -1.551 -0.903
-1.304 1.761 0.750
1.882 0.252 0.327
-1.862 -0.733 -0.366
0.589 0.307 -0.507
-0.238 -0.373 -0.344
0.015 -0.405 0.058
-0.216 0.310 0.412
0.364 -0.713 -0.038
-0.001 0.065 0.437



Below is a molecular structure, C20H31BCl12FKMgN2O3 at a distorted geometry, with properties calculated with ωB97M-V/def2-TZVPD.

As for the HOMO-LUMO gap: 1.20 eV. For the energy above the lowest of the compared OMol25 structures with the same formula, charge and spin, the calculation gives 0.0 kJ/mol. The calculation puts the molar mass at 866.1 g mol⁻¹.

Positions of all 72 atoms, in Å:
C (-0.138, -1.752, -1.006)
C (0.224, -0.946, 0.279)
C (-1.012, -0.899, 1.192)
C (0.870, 0.453, -0.013)
C (0.776, 0.910, -1.489)
C (0.353, 1.633, 0.833)
O (0.595, 1.498, 2.249)
B (1.297, 2.574, 2.754)
C (2.873, 2.469, 2.720)
C (3.659, 3.600, 2.901)
C (5.051, 3.616, 2.882)
C (5.631, 2.365, 2.621)
C (4.762, 1.282, 2.415)
N (3.450, 1.263, 2.465)
H (0.686, -1.776, -1.736)
H (-1.066, -1.383, -1.465)
H (-0.351, -2.785, -0.738)
H (0.976, -1.555, 0.805)
H (-1.482, -1.889, 1.256)
H (-1.718, -0.111, 0.910)
H (-0.654, -0.700, 2.210)
H (1.944, 0.350, 0.211)
H (1.439, 1.785, -1.601)
H (-0.228, 1.259, -1.759)
H (1.165, 0.169, -2.194)
H (0.910, 2.524, 0.497)
H (-0.714, 1.794, 0.650)
H (0.744, 3.538, 3.200)
H (3.145, 4.528, 3.102)
H (5.641, 4.511, 3.027)
H (6.708, 2.257, 2.558)
H (5.244, 0.324, 2.182)
C (-2.194, -5.717, -2.327)
Cl (-2.231, -4.241, -3.295)
Cl (-1.440, -5.490, -0.740)
H (-3.213, -6.071, -2.177)
H (-1.602, -6.449, -2.864)
C (-0.328, -6.586, -6.245)
Cl (-1.431, -7.273, -5.074)
Cl (-0.576, -4.832, -6.403)
Cl (1.368, -6.925, -5.762)
H (-0.510, -7.045, -7.210)
F (6.523, 3.025, 4.862)
Cl (1.528, 5.910, -1.936)
C (1.502, 6.936, -0.475)
C (2.824, 6.919, 0.256)
Cl (3.157, 5.336, 1.014)
H (0.690, 6.592, 0.162)
H (1.275, 7.949, -0.805)
H (2.810, 7.656, 1.058)
H (3.650, 7.157, -0.412)
K (2.766, -5.431, -4.505)
C (-1.996, 5.075, -3.035)
C (-1.619, 4.334, -1.831)
N (-1.318, 3.754, -0.880)
H (-2.860, 5.704, -2.826)
H (-1.166, 5.704, -3.354)
H (-2.246, 4.380, -3.834)
Mg (-2.663, -3.367, -7.585)
C (-4.815, -7.250, 1.763)
C (-5.282, -6.358, 0.581)
O (-6.323, -5.731, 0.772)
O (-4.522, -6.400, -0.416)
H (-5.505, -7.176, 2.598)
H (-4.762, -8.288, 1.438)
H (-3.826, -6.929, 2.090)
Cl (-2.667, -3.109, -0.397)
C (-2.782, 0.652, 5.115)
Cl (-2.495, 1.775, 6.454)
Cl (-2.421, -0.997, 5.644)
Cl (-4.481, 0.751, 4.620)
Cl (-1.740, 1.074, 3.756)

Force components x, y, z for each atom (eV/Å):
0.657 0.219 0.316
-0.355 -0.379 -0.573
0.916 0.014 0.568
0.229 -0.121 -0.077
0.477 0.635 0.315
0.530 -0.176 -0.202
-0.365 0.098 -0.246
0.671 -0.757 0.005
-0.019 0.049 0.100
0.022 0.574 1.127
-0.222 -1.210 -0.320
-0.274 0.948 0.241
1.143 -1.186 -0.194
-0.091 0.571 -0.154
-0.219 0.178 0.075
0.420 0.121 -0.120
0.253 0.151 0.033
-0.124 0.251 -0.058
-0.100 0.371 -0.197
-0.071 -0.346 -0.020
-0.262 0.165 -0.246
-0.267 0.094 0.049
-0.250 -0.151 0.010
0.129 -0.354 -0.062
-0.360 0.066 0.144
-0.433 -0.158 -0.229
0.209 0.127 0.149
-0.054 0.065 -0.015
-0.018 -0.272 0.468
-0.109 -0.154 0.069
-0.239 -0.122 0.041
-0.224 0.172 0.127
-0.213 -0.165 0.042
0.164 -0.161 -0.188
-0.031 -0.168 -0.258
0.008 0.167 0.266
-0.023 0.133 0.324
-0.547 0.126 0.216
0.177 -0.193 -0.464
0.555 -0.571 0.141
-1.950 -2.484 -2.015
0.220 -0.020 0.005
-0.094 -0.055 -0.265
0.031 -0.017 -0.026
-0.062 0.197 0.123
0.046 -0.075 -0.140
-0.224 1.043 -1.107
0.049 -0.125 -0.037
0.057 -0.015 -0.031
-0.083 -0.029 0.002
-0.043 -0.051 -0.030
2.146 2.482 2.105
0.052 -0.082 0.124
0.170 -0.272 0.493
-0.303 0.487 -0.714
-0.004 -0.014 0.002
0.015 -0.019 0.039
-0.009 -0.001 0.011
-0.601 0.563 -0.317
0.232 -0.482 0.608
-0.511 0.713 -0.560
0.108 -0.114 0.157
0.482 -0.198 0.018
-0.097 0.133 -0.131
0.057 0.072 -0.135
0.018 0.041 -0.176
-1.250 -0.473 0.507
0.009 0.096 -0.179
-0.023 -0.042 -0.015
-0.021 0.034 -0.001
0.019 -0.017 0.043
-0.124 0.073 0.437



Below is 2 unconnected molecules or ions with the total composition C20H31F3O9PS at a distorted geometry, with properties calculated with ωB97M-V/def2-TZVPD.

As for the HOMO-LUMO gap: 6.44 eV. For the energy above the lowest of the compared OMol25 structures with the same formula, charge and spin, the calculation gives 1637.9 kJ/mol. The calculation puts the molar mass at 535.5 g mol⁻¹. The charge is -1.

Positions of all 65 atoms, in Å:
C (-2.356, -2.786, -2.655)
C (-1.244, -2.850, -3.895)
C (0.288, -2.794, -3.275)
C (0.660, -1.213, -2.982)
C (1.116, -1.099, -1.411)
C (0.706, 0.356, -0.702)
C (1.705, 1.589, -1.113)
C (3.250, 1.439, -0.588)
C (3.641, 2.394, 0.693)
C (3.383, 1.692, 2.165)
C (2.422, 2.712, 3.079)
C (0.936, 2.667, 2.349)
O (-0.168, 3.139, 3.199)
P (-1.621, 2.650, 2.302)
O (-1.506, 3.234, 0.803)
O (-3.045, 3.463, 2.985)
O (-1.809, 0.923, 2.181)
O (-2.625, 0.449, 3.089)
C (-1.855, -0.085, 4.256)
O (-2.203, 0.428, 5.459)
C (-0.652, -1.235, 4.094)
C (0.939, -0.815, 3.878)
C (2.175, -1.877, 3.668)
C (1.822, -3.482, 3.675)
C (0.259, -3.955, 3.928)
C (-0.961, -2.871, 4.139)
H (-3.267, -3.524, -2.857)
H (-2.760, -1.678, -2.473)
H (-1.834, -3.084, -1.625)
H (-1.377, -1.972, -4.674)
H (-1.404, -3.865, -4.465)
H (1.104, -3.256, -4.009)
H (0.289, -3.477, -2.324)
H (1.606, -0.963, -3.638)
H (-0.247, -0.525, -3.275)
H (2.237, -1.379, -1.200)
H (0.469, -1.909, -0.820)
H (-0.393, 0.700, -1.018)
H (0.644, 0.130, 0.449)
H (1.178, 2.597, -0.761)
H (1.749, 1.660, -2.297)
H (3.512, 0.298, -0.442)
H (3.943, 1.805, -1.489)
H (3.135, 3.469, 0.661)
H (4.811, 2.610, 0.593)
H (2.837, 0.649, 1.976)
H (4.388, 1.408, 2.731)
H (2.835, 3.807, 3.091)
H (2.368, 2.240, 4.161)
H (0.727, 1.532, 2.117)
H (1.054, 3.230, 1.331)
H (-2.944, 4.406, 2.619)
H (1.184, 0.330, 3.877)
H (3.273, -1.488, 3.486)
H (2.705, -4.231, 3.496)
H (0.049, -5.107, 3.960)
H (-2.041, -3.291, 4.307)
C (-4.900, 1.073, -4.723)
F (-5.037, 2.426, -4.549)
F (-5.063, 0.518, -3.479)
F (-5.993, 0.679, -5.453)
S (-3.279, 0.601, -5.525)
O (-2.233, 1.095, -4.618)
O (-3.275, 1.276, -6.831)
O (-3.304, -0.864, -5.633)

Force components x, y, z for each atom (eV/Å):
0.180 0.487 0.235
0.289 -0.390 0.195
-0.532 0.078 -0.873
1.182 -1.074 0.493
-1.649 0.347 0.842
-0.137 -0.276 -0.470
-0.462 -0.039 -0.257
0.103 0.897 -0.945
1.355 -0.299 0.097
-0.472 0.210 -0.262
-0.487 -1.360 -0.201
2.237 -1.353 -0.681
-2.613 -1.669 -1.935
0.008 5.103 -5.353
-0.109 -2.722 5.926
3.516 -1.020 -0.945
3.002 4.102 -2.356
-1.360 -3.054 5.731
-0.959 2.159 6.285
2.302 -3.746 -8.367
3.123 -2.977 -0.816
-0.903 -2.711 -0.004
-4.533 -1.688 0.514
-2.935 3.528 0.614
1.213 3.842 -0.089
3.652 1.151 -0.750
1.975 1.750 0.440
0.777 -2.463 -0.661
-1.087 0.387 -2.222
0.006 -1.838 1.735
0.335 1.907 1.067
-1.898 0.958 1.361
0.165 1.474 -1.551
-2.048 -0.200 1.109
1.841 -1.258 0.756
-2.078 0.644 -0.645
1.413 1.706 -1.196
2.372 -1.005 0.545
0.384 0.738 -1.996
1.358 -2.053 -0.639
-0.273 -0.293 2.463
-0.490 2.342 0.080
-1.434 -0.803 1.956
0.863 -2.451 -0.143
-2.473 -0.429 0.293
0.915 2.315 0.524
-2.071 0.919 -1.197
-0.704 -2.178 0.098
-0.009 1.288 -2.029
0.525 2.173 0.219
-0.775 -0.923 2.089
-0.013 -1.965 0.441
-0.514 -2.473 0.008
-2.610 -0.838 0.450
-2.129 1.464 0.431
0.270 2.600 -0.065
2.323 1.048 -0.382
-1.371 0.436 0.701
0.378 -1.165 -0.277
0.398 0.337 -1.093
1.119 0.222 0.434
2.404 -0.537 -1.421
-1.399 -0.235 -0.194
-0.746 -0.326 1.414
-0.710 1.201 0.469



- Which value of energy above the lowest of the compared OMol25 structures with the same formula, charge and spin does entry 2 give?
  0.0 kJ/mol